No. 1
The following is a DFT calculation (the ωB97M-V functional and the def2-TZVPD basis) of 5 unconnected molecules or ions with the total composition C13H37ClN3O8 at a distorted geometry.

Last column: Mulliken charge in e.
Positions of all 62 atoms, in Å:
1 Cl 11.8735 17.6614 1.8102  1.68
2 O 11.2934 16.9297 0.7183  -0.65
3 O 11.2557 17.3159 3.0732  -0.70
4 O 13.2544 17.2358 1.7958  -0.64
5 O 11.6161 19.0555 1.5562  -0.74
6 C 16.5999 15.1764 1.7404  -0.87
7 O 15.5905 15.5046 0.7866  -0.24
8 H 16.1520 14.8833 2.6899  0.27
9 H 17.2528 14.3607 1.4299  0.24
10 H 17.3232 15.9764 1.8982  0.30
11 H 15.2042 16.3182 1.1189  0.19
12 C 10.3965 13.4453 -2.0007  -1.90
13 C 11.7073 14.0954 -1.4355  1.40
14 C 12.0275 13.6064 -0.0723  -1.55
15 O 13.1971 14.2121 0.4656  0.05
16 C 13.2644 13.9166 1.8372  -0.61
17 N 12.8118 13.7605 -2.3583  -0.49
18 H 10.4162 12.3595 -2.0938  0.42
19 H 10.2151 13.9591 -2.9447  0.47
20 H 9.6295 13.7279 -1.2796  0.38
21 H 11.3805 15.1352 -1.4298  -0.12
22 H 12.2701 12.5452 -0.1294  0.42
23 H 11.1597 13.5967 0.5873  0.44
24 H 12.4403 14.3419 2.4099  0.32
25 H 14.1811 14.1527 2.3775  -0.14
26 H 13.1817 12.8397 1.9841  0.43
27 H 12.4341 14.0874 -3.2361  0.27
28 H 12.8390 12.7670 -2.5382  0.30
29 C 12.8648 18.4903 -2.3413  -1.42
30 C 13.4024 17.0825 -2.4643  0.98
31 C 14.4364 16.8863 -3.6151  -1.16
32 O 14.7109 15.5000 -3.7786  -0.14
33 C 15.6266 15.3500 -4.8816  -0.85
34 N 13.8801 16.5432 -1.2324  -0.09
35 H 13.6451 19.2471 -2.4209  0.35
36 H 12.3354 18.6148 -1.3967  0.31
37 H 12.0865 18.6839 -3.0795  0.40
38 H 12.5514 16.4284 -2.6541  -0.04
39 H 15.3867 17.3990 -3.4659  0.39
40 H 14.0926 17.1204 -4.6227  0.41
41 H 16.5112 15.9722 -4.7455  0.31
42 H 15.1967 15.6525 -5.8364  0.33
43 H 15.9129 14.2989 -4.9169  0.23
44 H 13.0664 16.8425 -0.7142  -0.25
45 H 14.6150 17.1257 -0.8570  0.28
46 C 7.5817 18.5260 2.0783  -1.13
47 C 7.8910 19.6893 3.0137  0.40
48 C 8.1987 19.4430 4.5731  -0.63
49 O 7.0712 18.6784 5.1145  -0.29
50 C 7.0894 18.5473 6.5204  -0.75
51 N 8.8962 20.5054 2.2949  -0.68
52 H 7.0857 17.7668 2.6830  0.37
53 H 8.5286 17.9889 2.0240  0.15
54 H 7.1038 18.6513 1.1067  0.30
55 H 6.9850 20.2901 2.9327  0.16
56 H 8.3016 20.4389 5.0041  0.34
57 H 9.2195 19.0883 4.7149  0.40
58 H 7.1881 19.4557 7.1147  0.28
59 H 7.9014 17.8423 6.6983  0.31
60 H 6.1355 18.0839 6.7723  0.23
61 H 9.6097 19.9483 1.8471  0.30
62 H 9.2982 21.0335 3.0563  0.25

Charge: -1
HOMO level (eV): -5.57
E_LUMO (eV): 2.94
Total energy (eV): -47444.109
Energy above the lowest of the compared OMol25 structures with the same formula, charge and spin (kcal/mol): 18.71

No. 2
The following is a DFT calculation (the ωB97M-V functional and the def2-TZVPD basis) of 5 unconnected molecules or ions with the total composition C20H35B3F9O14PS at a distorted geometry.

Last column: Mulliken charge in e.
Positions of all 83 atoms, in Å:
1 O 8.1646 -6.1861 3.3634  -0.61
2 P 9.4000 -5.1781 3.3352  0.20
3 B 8.6731 -3.3874 3.5129  0.50
4 O 8.9817 -2.2765 2.5543  -0.38
5 B 8.7977 -1.0304 3.3776  0.38
6 O 7.3827 -0.6830 3.7558  -0.31
7 B 6.8535 -1.9486 4.3026  0.47
8 S 4.9888 -2.3128 4.5518  1.02
9 O 4.8280 -2.8388 6.0179  -0.59
10 O 4.2789 -0.9453 4.4074  -0.57
11 C 4.5444 -3.5794 3.2407  0.50
12 F 4.8431 -3.0690 1.8570  -0.26
13 F 5.5057 -4.7288 3.4363  -0.24
14 C 3.0405 -4.2275 3.3913  0.46
15 F 3.0364 -5.4511 2.5042  -0.28
16 F 2.8185 -4.7705 4.7795  -0.25
17 C 1.8209 -3.2757 2.8511  0.52
18 F 2.2161 -1.9013 2.4656  -0.24
19 F 1.2643 -3.9082 1.5967  -0.28
20 C 0.5436 -3.1364 3.8787  0.58
21 F -0.3661 -2.1033 3.2552  -0.24
22 F 0.8893 -2.5983 5.2217  -0.19
23 F -0.2568 -4.4159 3.9432  -0.24
24 O 7.7978 -3.0475 4.6555  -0.14
25 H 10.1224 -5.2603 2.0705  0.10
26 H 10.2962 -5.4646 4.4286  0.09
27 H 9.7353 -0.3674 3.7121  -0.03
28 C -2.1897 -0.7002 0.9825  -0.62
29 C -3.0199 -1.2832 2.1083  -0.49
30 O -3.8802 -0.2846 2.6858  -0.36
31 C -5.0841 0.0786 2.1884  0.72
32 C -5.4724 -0.3983 0.8136  -0.80
33 O -5.8206 0.8380 2.8111  -0.61
34 H -2.8163 -0.3351 0.1651  0.35
35 H -1.5028 -1.4513 0.5817  0.18
36 H -1.6078 0.1557 1.3405  0.31
37 H -3.5936 -2.1632 1.8029  0.38
38 H -2.3516 -1.6142 2.9118  0.17
39 H -5.2521 0.3872 0.0861  0.17
40 H -6.5494 -0.6049 0.8104  0.30
41 H -4.9847 -1.3238 0.5098  0.32
42 C 3.3270 -1.0884 -2.8447  -1.07
43 C 2.4968 -1.6714 -1.7190  -0.16
44 O 1.6365 -0.6728 -1.1414  -0.34
45 C 0.4326 -0.3096 -1.6388  0.64
46 C 0.0443 -0.7865 -3.0136  -0.83
47 O -0.3039 0.4497 -1.0162  -0.55
48 H 2.7004 -0.7233 -3.6621  0.29
49 H 4.0139 -1.8395 -3.2456  0.38
50 H 3.9088 -0.2325 -2.4868  0.31
51 H 1.9231 -2.5514 -2.0243  0.37
52 H 3.1650 -2.0024 -0.9154  0.14
53 H 0.2645 -0.0010 -3.7412  0.22
54 H -1.0327 -0.9931 -3.0168  0.19
55 H 0.5319 -1.7120 -3.3174  0.41
56 C -3.2909 2.3098 -3.5440  -0.21
57 C -2.7129 1.9943 -4.9089  -0.70
58 O -2.6598 0.5735 -5.1309  -0.34
59 C -3.6965 -0.1798 -5.5628  0.75
60 C -5.0722 0.4324 -5.5928  -0.91
61 O -3.5377 -1.3602 -5.8598  -0.60
62 H -4.3191 1.9526 -3.4479  0.21
63 H -3.2820 3.3885 -3.3621  0.10
64 H -2.7100 1.8141 -2.7592  0.13
65 H -3.2436 2.4969 -5.7228  0.39
66 H -1.6768 2.3500 -4.9501  0.34
67 H -5.6115 0.1474 -4.6857  0.23
68 H -5.6048 0.0438 -6.4693  0.30
69 H -5.0741 1.5171 -5.6925  0.33
70 C -3.3545 7.3504 0.3797  -0.97
71 C -2.7895 6.8604 -0.9382  -0.43
72 O -3.3519 5.5859 -1.2989  -0.35
73 C -4.5418 5.4144 -1.9180  0.86
74 C -5.4722 6.5928 -2.0362  -1.17
75 O -4.8917 4.3072 -2.3162  -0.56
76 H -4.4349 7.5042 0.3244  0.27
77 H -2.8862 8.2948 0.6722  0.35
78 H -3.1811 6.6108 1.1684  0.31
79 H -2.9113 7.5843 -1.7494  0.36
80 H -1.7108 6.6995 -0.8278  0.33
81 H -6.2075 6.5516 -1.2285  0.29
82 H -5.9888 6.5302 -3.0016  0.30
83 H -4.9696 7.5591 -2.0228  0.39

Charge: 0
SMILES: O=[PH2]B1OBOB(S(=O)(=O)C(F)(F)C(F)(F)C(F)(F)C(F)(F)F)O1.CCOC(C)=O.CCOC(C)=O.CCOC(C)=O.CCOC(C)=O
HOMO level (eV): -9.67
E_LUMO (eV): -1.82
Total energy (eV): -96579.763
Energy above the lowest of the compared OMol25 structures with the same formula, charge and spin (kcal/mol): 179.80

No. 3
The following is a DFT calculation (the ωB97M-V functional and the def2-TZVPD basis) of a molecular structure, C40H82GaO9 at a distorted geometry.

Last column: Mulliken charge in e.
Positions of all 132 atoms, in Å:
1 C 5.6519 -0.0030 1.7138  -0.49
2 C 5.5822 1.1285 2.3784  -0.47
3 Ga 4.5359 2.6658 1.4584  0.24
4 C 5.1740 2.7231 -0.4874  -0.61
5 C 5.4959 4.1394 -1.0228  -1.02
6 C 2.5227 2.2161 1.6387  -0.34
7 C 1.6077 3.2964 1.0284  -0.63
8 C 0.1755 2.7828 0.7016  -0.48
9 C 0.2426 1.6774 -0.3478  -0.36
10 O -1.0834 1.4161 -0.8426  -0.46
11 H 5.2606 -0.0584 0.6962  0.16
12 H 6.0538 -0.9205 2.1545  0.20
13 H 6.0740 1.2486 3.3498  0.35
14 H 4.7799 4.0326 2.2869  -0.46
15 H 4.4546 2.1895 -1.1296  0.35
16 H 6.1065 2.1403 -0.5530  0.41
17 H 5.7475 4.0464 -2.0938  0.29
18 H 4.6601 4.8364 -0.9422  0.22
19 H 6.3898 4.5532 -0.5394  0.23
20 H 2.3875 1.2425 1.1529  -0.05
21 H 2.3406 2.1697 2.7206  0.33
22 H 2.0059 3.7250 0.0961  0.15
23 H 1.5129 4.1035 1.7655  0.25
24 H -0.3456 2.4180 1.5941  0.24
25 H -0.3619 3.6172 0.2252  0.27
26 H 0.8803 2.0624 -1.1604  0.19
27 H 0.6835 0.7511 0.0332  0.23
28 H -1.0435 0.6456 -1.4251  0.27
29 C -4.2416 1.2840 0.3165  -0.21
30 C -5.5604 0.8729 -0.3244  -0.51
31 C -6.5236 1.8926 0.2634  -0.36
32 O -5.7719 3.0854 0.4905  -0.45
33 C -4.3696 2.7965 0.3507  -0.34
34 H -3.3624 0.9487 -0.2273  0.13
35 H -4.1849 0.8892 1.3347  0.22
36 H -5.4998 0.9965 -1.4099  0.21
37 H -5.8511 -0.1566 -0.1152  0.38
38 H -6.9232 1.5541 1.2264  0.32
39 H -7.3617 2.1113 -0.4017  0.11
40 H -4.0218 3.2441 -0.5853  0.24
41 H -3.8196 3.2486 1.1756  0.25
42 C 4.3377 7.8671 -4.6855  -0.19
43 C 5.4558 8.2357 -3.7214  -0.67
44 C 5.0417 7.4847 -2.4644  -0.41
45 O 4.3421 6.3172 -2.8974  -0.31
46 C 4.0531 6.4268 -4.2932  -0.44
47 H 4.6057 7.9757 -5.7345  0.05
48 H 3.4593 8.4894 -4.4918  0.22
49 H 6.4087 7.8479 -4.0922  0.28
50 H 5.5649 9.3086 -3.5605  0.36
51 H 4.3586 8.0826 -1.8504  0.28
52 H 5.8925 7.1898 -1.8484  0.27
53 H 4.7095 5.7325 -4.8316  0.25
54 H 3.0179 6.1361 -4.4752  0.27
55 C 4.1207 7.9740 -9.9149  -0.55
56 C 4.7582 6.5957 -9.8190  -0.56
57 C 4.7394 6.3487 -8.3186  -0.38
58 O 3.5963 7.0397 -7.8032  -0.37
59 C 3.0757 7.9099 -8.8118  -0.39
60 H 3.6932 8.1949 -10.8926  0.34
61 H 4.8622 8.7435 -9.6849  0.26
62 H 4.1309 5.8594 -10.3281  0.27
63 H 5.7592 6.5425 -10.2459  0.33
64 H 5.6325 6.7617 -7.8362  0.25
65 H 4.6679 5.2903 -8.0661  0.30
66 H 2.1370 7.4805 -9.1789  0.27
67 H 2.8627 8.8868 -8.3750  0.25
68 C 2.7344 -4.7632 1.8133  -0.29
69 C 1.7695 -3.6451 2.1790  0.08
70 C 2.6846 -2.6603 2.8860  -0.27
71 O 3.9793 -2.8074 2.2956  -0.36
72 C 3.9984 -3.9812 1.4822  -0.61
73 H 2.3906 -5.3892 0.9909  0.22
74 H 2.9047 -5.4051 2.6816  0.23
75 H 1.3648 -3.1933 1.2680  0.23
76 H 0.9370 -3.9669 2.7965  -0.20
77 H 2.7680 -2.8930 3.9542  0.19
78 H 2.3552 -1.6257 2.7820  0.21
79 H 4.0059 -3.6664 0.4316  0.29
80 H 4.9113 -4.5471 1.6809  0.29
81 C -7.2722 3.3724 -3.0385  -0.31
82 C -7.7225 4.3913 -4.0750  -0.64
83 C -8.0620 3.5001 -5.2600  -0.48
84 O -8.5063 2.2512 -4.7201  -0.43
85 C -8.2066 2.2070 -3.3203  -0.36
86 H -7.3367 3.7310 -2.0122  0.33
87 H -6.2374 3.0784 -3.2322  0.19
88 H -8.6205 4.9066 -3.7238  0.29
89 H -6.9697 5.1427 -4.3098  0.36
90 H -7.1786 3.3077 -5.8784  0.26
91 H -8.8440 3.9209 -5.8943  0.29
92 H -9.1478 2.3111 -2.7683  0.27
93 H -7.7644 1.2407 -3.0722  0.24
94 C -0.8170 -8.9317 1.7002  -0.53
95 C -1.7729 -7.8051 2.0569  -0.54
96 C -0.8500 -6.8249 2.7610  0.16
97 O 0.4441 -6.9842 2.1752  -0.38
98 C 0.4545 -8.1646 1.3666  -0.62
99 H -1.1628 -9.5598 0.8794  0.40
100 H -0.6539 -9.5691 2.5726  0.17
101 H -2.1730 -7.3542 1.1442  0.34
102 H -2.6108 -8.1203 2.6773  0.26
103 H -0.7689 -7.0548 3.8298  -0.12
104 H -1.1725 -5.7872 2.6523  0.19
105 H 0.4685 -7.8562 0.3150  0.32
106 H 1.3599 -8.7378 1.5717  0.29
107 C -1.5225 -3.6517 6.5259  -0.60
108 C -2.4591 -2.8513 5.6323  -0.58
109 C -1.4954 -2.2863 4.5998  -0.48
110 O -0.4362 -3.2403 4.4628  -0.26
111 C -0.5258 -4.2024 5.5174  0.25
112 H -2.0213 -4.4329 7.1000  0.33
113 H -1.0163 -2.9834 7.2269  0.27
114 H -3.1761 -3.5215 5.1497  0.26
115 H -3.0178 -2.0785 6.1593  0.35
116 H -1.0592 -1.3411 4.9376  0.32
117 H -1.9652 -2.1232 3.6290  0.25
118 H -0.8776 -5.1462 5.0878  -0.41
119 H 0.4639 -4.3647 5.9468  0.35
120 C -3.6439 -9.1510 6.6846  -0.64
121 C -3.4532 -10.6607 6.6742  -0.54
122 C -3.2084 -10.9333 5.1981  -0.55
123 O -2.5686 -9.7686 4.6658  -0.33
124 C -2.6516 -8.7051 5.6225  -0.17
125 H -3.4620 -8.6907 7.6549  0.35
126 H -4.6622 -8.9027 6.3744  0.29
127 H -2.5678 -10.9276 7.2566  0.25
128 H -4.3022 -11.2147 7.0733  0.35
129 H -4.1507 -11.0796 4.6591  0.29
130 H -2.5741 -11.8047 5.0302  0.29
131 H -1.6540 -8.5541 6.0491  0.18
132 H -2.9563 -7.7855 5.1199  0.20

Charge: -1
HOMO level (eV): -3.89
E_LUMO (eV): 1.74
Total energy (eV): -113608.648

Going through the records in order, we get Kohn-Sham gap values of 8.51, 7.85, 5.63 eV.